18
Properties=species:S:1:pos:R:3:forces:R:3:nbo_charge:R:1 method="wB97M-V/def2-TZVPD" e_above_lowest_kcal_mol=17.12 e_tot_ha=-795.600894 lumo_energy_ev=-4.62 orbital_gap_ev=8.20 homo_energy_ev=-12.83 charge=+1
H 2.18500 2.81714 0.07287 -0.1000 0.1532 -0.1120 0.248
N 2.01080 0.82027 -0.47043 2.2956 -2.4562 -0.4717 -0.493
N -1.25973 -1.56419 -0.34470 0.1501 -2.1992 -0.7426 -0.490
C -0.09653 -2.12326 -0.66372 -0.9248 -1.3849 0.2928 0.324
S -2.88659 0.55097 0.20716 1.1631 0.3561 -0.2416 0.173
H 1.97574 -1.81427 -1.10275 -2.2448 0.2683 1.0603 0.459
C -0.21049 0.59317 -0.21428 -0.4335 -2.0845 -0.4473 -0.164
H 3.03395 0.57432 -0.51965 -1.7062 0.6098 0.0040 0.451
C -1.39738 -0.29764 -0.17170 1.3145 4.2438 0.4152 0.199
N 1.04888 -1.42879 -0.70040 2.1289 -0.2471 -1.6521 -0.480
C 0.11577 1.94759 0.03059 -0.1439 0.6972 0.7712 -0.264
H -3.70446 -0.44174 0.01673 -0.6613 -1.0615 -0.1200 0.159
H -1.24381 -0.29918 2.76701 0.0741 0.1806 0.4004 0.041
H -0.65423 2.69905 0.42342 1.7721 -0.9459 -0.8784 0.275
C 1.50968 1.99977 -0.11375 -1.9634 2.5775 0.9100 0.019
C 1.00330 -0.06654 -0.52941 -1.5455 -0.4739 0.6062 0.327
H -1.26698 -0.70794 2.16205 0.0464 -0.2883 -0.0156 -0.041
H -0.16291 -3.25873 -0.84902 0.7785 2.0549 0.2212 0.256